Entry 1:
Below is a single C3H8BrOPS molecule in a non-equilibrium geometry, with properties calculated with wB97M-V/def2-TZVPD.

Geometry as XYZ:
```
15
C3H8BrOPS | OMol25 | wB97M-V/def2-TZVPD
C -0.61 -2.09 -0.02
C 0.50 -1.39 0.72
O 0.25 0.13 0.76
P -0.22 0.86 -0.54
C 0.38 2.83 0.14
S -2.08 0.62 -1.05
Br 1.28 0.27 -2.12
H -1.52 -1.79 0.27
H -0.51 -2.17 -1.12
H -0.45 -3.11 0.13
H 1.47 -1.48 0.38
H 0.44 -1.47 1.80
H 1.48 2.86 0.05
H -0.31 3.49 -0.41
H -0.10 2.44 1.01
```

- Relative energy (zero: lowest compared OMol25 entry of this formula, charge and spin): 140.6 kJ/mol
- HOMO level: -8.857 eV
- Frontier orbital gap: 9.12 eV

Partial charges, Löwdin, in e: atom 1 (C): -0.135, atom 2 (C): -0.188, atom 3 (O): -0.442, atom 4 (P): -0.062, atom 5 (C): -0.097, atom 6 (S): 0.212, atom 7 (Br): 0.312, atom 8 (H): 0.008, atom 9 (H): 0.082, atom 10 (H): 0.067, atom 11 (H): 0.070, atom 12 (H): 0.124, atom 13 (H): 0.037, atom 14 (H): 0.029, atom 15 (H): -0.017

---

Entry 2:
Below is a molecular structure, C3H8CaO2 in a non-equilibrium geometry, with properties calculated with wB97M-V/def2-TZVPD.

Geometry as XYZ:
```
14
C3H8CaO2 | OMol25 | wB97M-V/def2-TZVPD
C -1.04 1.02 0.43
C -0.81 -0.25 -0.34
O -0.27 -0.05 -1.60
Ca -0.92 1.02 -3.38
H -0.35 1.82 0.11
H -0.91 0.83 1.50
H -2.06 1.37 0.22
H -1.66 -0.95 -0.39
O 0.53 -1.26 0.09
H 0.70 -0.77 -1.37
C 1.50 -0.78 1.00
H 2.19 -1.60 1.19
H 2.05 0.08 0.59
H 1.04 -0.48 1.96
```

- Spin multiplicity: 2
- Net charge: +1
- Relative energy (zero: lowest compared OMol25 entry of this formula, charge and spin): 13.0 kJ/mol
- HOMO level (spin up / spin down): -9.781 / -14.485 eV
- Frontier orbital gap (spin up / spin down): 6.38 / 10.45 eV

Partial charges, Löwdin, in e: atom 1 (C): -0.031, atom 2 (C): -0.293, atom 3 (O): -0.505, atom 4 (Ca): 1.136, atom 5 (H): 0.094, atom 6 (H): 0.100, atom 7 (H): 0.099, atom 8 (H): 0.152, atom 9 (O): -0.200, atom 10 (H): 0.267, atom 11 (C): -0.109, atom 12 (H): 0.102, atom 13 (H): 0.095, atom 14 (H): 0.093

---

Entry 3:
Below is a molecular structure, C3H8CdClO in a non-equilibrium geometry, with properties calculated with wB97M-V/def2-TZVPD.

Geometry as XYZ:
```
14
C3H8CdClO | OMol25 | wB97M-V/def2-TZVPD
Cd 3.15 2.85 4.14
Cl 5.28 3.04 2.92
C 5.39 6.13 4.87
C 4.45 7.16 4.42
C 4.89 8.39 3.72
O 3.51 6.50 3.55
H 5.83 5.69 4.00
H 4.90 5.48 5.59
H 6.30 6.50 5.39
H 3.89 7.54 5.36
H 4.05 9.10 3.59
H 5.45 8.17 2.79
H 5.67 8.99 4.21
H 3.93 5.65 3.15
```

- Net charge: +1
- HOMO level: -13.664 eV
- Frontier orbital gap: 4.78 eV

Partial charges, Löwdin, in e: atom 1 (Cd): 1.296, atom 2 (Cl): -0.201, atom 3 (C): -0.105, atom 4 (C): -0.524, atom 5 (C): -0.061, atom 6 (O): -0.109, atom 7 (H): 0.040, atom 8 (H): 0.066, atom 9 (H): 0.107, atom 10 (H): 0.164, atom 11 (H): 0.099, atom 12 (H): 0.095, atom 13 (H): 0.087, atom 14 (H): 0.046

---

Entry 4:
Below is a molecular structure, C3H8Cl2FOPSi in a non-equilibrium geometry, with properties calculated with wB97M-V/def2-TZVPD.

Geometry as XYZ:
```
17
C3H8Cl2FOPSi | OMol25 | wB97M-V/def2-TZVPD
C 0.69 1.54 0.98
C -0.02 -1.41 1.74
C -0.17 -0.94 -1.47
O -1.95 1.06 -0.60
F 2.48 -0.64 0.23
Si 0.90 -0.34 0.52
P -1.20 0.48 -1.71
Cl 0.19 1.88 -2.43
Cl -2.36 0.40 -3.39
H -0.27 1.91 1.31
H 1.50 1.70 1.76
H 1.09 2.12 0.12
H 0.06 -2.39 1.45
H 0.57 -1.36 2.72
H -1.00 -1.01 2.08
H -0.77 -1.68 -1.00
H 0.27 -1.31 -2.31
```

- Relative energy (zero: lowest compared OMol25 entry of this formula, charge and spin): 15.9 kJ/mol
- HOMO level: -10.542 eV
- Frontier orbital gap: 10.98 eV

Partial charges, Löwdin, in e: atom 1 (C): -0.196, atom 2 (C): -0.178, atom 3 (C): -0.316, atom 4 (O): -0.409, atom 5 (F): -0.155, atom 6 (Si): 0.622, atom 7 (P): -0.103, atom 8 (Cl): 0.270, atom 9 (Cl): 0.287, atom 10 (H): 0.025, atom 11 (H): 0.049, atom 12 (H): -0.010, atom 13 (H): -0.016, atom 14 (H): 0.066, atom 15 (H): 0.068, atom 16 (H): 0.007, atom 17 (H): -0.009

---

Entry 5:
Below is a molecular structure, C3H8ClN2 in a non-equilibrium geometry, with properties calculated with wB97M-V/def2-TZVPD.

Geometry as XYZ:
```
14
C3H8ClN2 | OMol25 | wB97M-V/def2-TZVPD
C -0.80 1.13 0.91
C 1.66 -0.16 -0.24
C -1.14 -0.13 0.17
N 0.44 -1.77 -1.32
N 0.50 -0.79 -0.65
Cl -2.11 0.06 -1.26
H -0.97 2.06 0.42
H 0.11 1.02 1.37
H -1.46 1.00 1.80
H 2.64 -0.51 -0.59
H 1.63 -0.01 0.81
H 1.66 0.97 -0.66
H -1.56 -0.86 0.86
H -0.61 -2.01 -1.62
```

- Net charge: +1
- Relative energy (zero: lowest compared OMol25 entry of this formula, charge and spin): 352.4 kJ/mol
- HOMO level: -15.428 eV
- Frontier orbital gap: 10.29 eV

Partial charges, Löwdin, in e: atom 1 (C): -0.101, atom 2 (C): -0.044, atom 3 (C): -0.517, atom 4 (N): 0.221, atom 5 (N): -0.183, atom 6 (Cl): 0.735, atom 7 (H): 0.091, atom 8 (H): 0.041, atom 9 (H): 0.123, atom 10 (H): 0.117, atom 11 (H): 0.081, atom 12 (H): 0.181, atom 13 (H): 0.111, atom 14 (H): 0.143

---

Entry 6:
Below is a gas-phase ion, C3H8ClN2O (charge +1) in a non-equilibrium geometry, with properties calculated with wB97M-V/def2-TZVPD.

Geometry as XYZ:
```
15
C3H8ClN2O | OMol25 | wB97M-V/def2-TZVPD
C 0.31 -1.16 1.31
C 0.80 -1.05 -0.12
Cl 0.32 -2.47 -1.10
C 0.19 0.31 -0.84
N 0.64 1.48 -0.49
N -0.79 0.12 -1.68
O -1.33 1.19 -2.36
H -0.77 -1.21 1.36
H 0.66 -0.32 1.90
H 0.72 -2.07 1.74
H 1.88 -0.96 -0.18
H 1.37 1.61 0.20
H 0.25 2.31 -0.92
H -1.00 -0.83 -1.98
H -2.28 1.05 -2.50
```

- Net charge: +1
- Relative energy (zero: lowest compared OMol25 entry of this formula, charge and spin): 81.7 kJ/mol
- HOMO level: -15.142 eV
- Frontier orbital gap: 11.98 eV

Partial charges, Löwdin, in e: atom 1 (C): -0.103, atom 2 (C): -0.592, atom 3 (Cl): 0.713, atom 4 (C): -0.277, atom 5 (N): 0.244, atom 6 (N): 0.013, atom 7 (O): 0.065, atom 8 (H): 0.092, atom 9 (H): 0.087, atom 10 (H): 0.091, atom 11 (H): 0.111, atom 12 (H): 0.148, atom 13 (H): 0.144, atom 14 (H): 0.117, atom 15 (H): 0.146

---

Entry 7:
Below is 2 unconnected molecules or ions with the total composition C3H8ClN2O in a non-equilibrium geometry, with properties calculated with wB97M-V/def2-TZVPD.

Geometry as XYZ:
```
15
C3H8ClN2O | OMol25 | wB97M-V/def2-TZVPD
C 1.75 -0.36 1.56
C -2.34 0.61 -2.52
C -1.53 -0.35 -1.80
N 2.63 -0.34 2.54
N 0.71 0.41 1.55
O -0.78 -0.03 -0.92
Cl 2.15 -1.21 0.13
H -1.89 0.71 -3.55
H -3.35 0.19 -2.56
H -2.09 1.42 -1.93
H -1.77 -1.38 -1.78
H 2.77 0.27 3.35
H 3.29 -1.16 2.71
H 0.43 0.74 2.41
H 0.01 0.45 0.80
```

- Net charge: +1
- Relative energy (zero: lowest compared OMol25 entry of this formula, charge and spin): 33.7 kJ/mol
- HOMO level: -13.459 eV
- Frontier orbital gap: 9.64 eV

Partial charges, Löwdin, in e: atom 1 (C): -0.795, atom 2 (C): -0.016, atom 3 (C): -0.312, atom 4 (N): 0.136, atom 5 (N): 0.199, atom 6 (O): -0.010, atom 7 (Cl): 0.849, atom 8 (H): 0.126, atom 9 (H): 0.107, atom 10 (H): 0.059, atom 11 (H): 0.115, atom 12 (H): 0.151, atom 13 (H): 0.172, atom 14 (H): 0.113, atom 15 (H): 0.104

---

Entry 8:
Below is a gas-phase ion, C3H8ClN2O (charge +1) in a non-equilibrium geometry, with properties calculated with wB97M-V/def2-TZVPD.

Geometry as XYZ:
```
15
C3H8ClN2O | OMol25 | wB97M-V/def2-TZVPD
N 0.11 1.13 -1.13
C 0.36 0.12 -0.22
N 1.34 0.63 0.84
O 0.67 -1.17 -0.60
C -0.43 -1.02 0.20
C -1.98 -1.02 -0.44
Cl -2.76 0.28 0.36
H -0.74 1.20 -1.65
H 0.85 1.17 -1.80
H 0.84 1.66 1.03
H 2.22 0.90 0.36
H 1.31 0.01 1.67
H -0.49 -1.34 1.29
H -2.66 -1.79 -0.34
H -1.81 -0.81 -1.52
```

- Net charge: +1
- Relative energy (zero: lowest compared OMol25 entry of this formula, charge and spin): 201.2 kJ/mol
- HOMO level: -14.529 eV
- Frontier orbital gap: 10.73 eV

Partial charges, Löwdin, in e: atom 1 (N): 0.162, atom 2 (C): -0.565, atom 3 (N): 0.262, atom 4 (O): 0.110, atom 5 (C): -0.247, atom 6 (C): -0.511, atom 7 (Cl): 0.660, atom 8 (H): 0.097, atom 9 (H): 0.110, atom 10 (H): 0.260, atom 11 (H): 0.182, atom 12 (H): 0.177, atom 13 (H): 0.168, atom 14 (H): 0.041, atom 15 (H): 0.093

---

Entry 9:
Below is a single C3H8ClNS molecule in a non-equilibrium geometry, with properties calculated with wB97M-V/def2-TZVPD.

Geometry as XYZ:
```
14
C3H8ClNS | OMol25 | wB97M-V/def2-TZVPD
N 2.03 -0.28 -0.50
C 0.69 -0.46 0.06
C -0.31 0.40 -0.64
S -0.15 2.30 -0.17
C -1.37 -0.39 0.12
Cl -3.07 0.25 -0.31
H 2.33 0.54 -0.24
H 2.80 -0.75 0.02
H 0.68 -0.83 1.31
H 0.32 -1.45 -0.51
H -0.39 0.12 -1.63
H -0.77 2.28 1.26
H -1.20 -0.28 1.19
H -1.59 -1.43 0.03
```

- Relative energy (zero: lowest compared OMol25 entry of this formula, charge and spin): 355.4 kJ/mol
- HOMO level: -9.518 eV
- Frontier orbital gap: 10.04 eV

Partial charges, Löwdin, in e: atom 1 (N): 0.006, atom 2 (C): -0.388, atom 3 (C): -0.623, atom 4 (S): 0.604, atom 5 (C): -0.627, atom 6 (Cl): 0.450, atom 7 (H): -0.031, atom 8 (H): 0.093, atom 9 (H): 0.198, atom 10 (H): 0.147, atom 11 (H): 0.086, atom 12 (H): -0.024, atom 13 (H): 0.054, atom 14 (H): 0.053